{
  "formula": "C36H40N7OPdSTe",
  "method": "wB97M-V/def2-TZVPD",
  "species": ["Pd", "S", "C", "C", "C", "C", "C", "C", "C", "C", "C", "N", "H", "H", "H", "H", "H", "H", "C", "N", "C", "C", "N", "N", "C", "N", "N", "H", "H", "H", "H", "H", "H", "H", "H", "H", "H", "H", "C", "C", "C", "C", "C", "C", "Te", "N", "C", "O", "C", "C", "C", "C", "C", "C", "C", "C", "C", "C", "C", "C", "C", "C", "C", "C", "H", "H", "H", "H", "H", "H", "H", "H", "H", "H", "H", "H", "H", "H", "H", "H", "H", "H", "H", "H", "H", "H", "H"],
  "positions_angstrom": [[-0.220, -0.165, 0.385], [-2.046, -0.528, 4.417], [-0.363, -0.537, 4.636], [0.341, -0.426, 3.467], [-0.547, -0.323, 2.360], [-1.863, -0.389, 2.727], [-2.894, -0.395, 1.734], [-4.264, -0.319, 1.963], [-5.122, -0.327, 0.886], [-4.598, -0.446, -0.399], [-3.232, -0.525, -0.552], [-2.382, -0.484, 0.490], [0.044, -0.624, 5.631], [1.412, -0.421, 3.422], [-4.636, -0.242, 2.976], [-6.189, -0.245, 1.037], [-5.240, -0.488, -1.267], [-2.788, -0.655, -1.526], [2.231, 0.550, -4.945], [2.265, 0.025, -3.583], [3.502, -0.553, -3.076], [1.206, 0.105, -2.748], [1.206, -0.270, -1.515], [0.057, 0.650, -3.310], [-1.038, 1.126, -2.629], [-2.023, 1.579, -3.447], [-1.131, 1.121, -1.343], [3.247, 0.594, -5.324], [1.837, 1.566, -4.971], [1.657, -0.092, -5.619], [4.194, -0.681, -3.902], [3.331, -1.535, -2.629], [3.973, 0.100, -2.332], [2.111, -0.630, -1.244], [0.014, 0.680, -4.314], [-1.893, 1.682, -4.438], [-2.839, 2.013, -3.052], [-2.000, 1.553, -1.050], [9.251, 3.569, 0.176], [7.871, 2.982, 0.265], [6.762, 3.790, 0.455], [5.467, 3.287, 0.531], [4.333, 4.271, 0.708], [5.339, 1.898, 0.429], [3.257, 1.301, 0.662], [1.718, -0.108, 1.148], [2.402, -1.222, 0.965], [3.608, -1.163, 0.618], [1.677, -2.511, 1.257], [0.424, -2.711, 0.696], [-0.356, -3.811, 1.012], [0.153, -4.742, 1.907], [1.417, -4.559, 2.465], [2.186, -3.445, 2.147], [3.025, 2.139, 2.549], [4.000, 1.820, 3.492], [3.815, 2.172, 4.819], [2.656, 2.841, 5.186], [1.703, 3.171, 4.233], [1.861, 2.829, 2.893], [0.841, 3.285, 1.885], [6.414, 1.031, 0.202], [6.333, -0.455, 0.047], [7.677, 1.616, 0.136], [9.226, 4.656, 0.194], [9.749, 3.249, -0.739], [9.865, 3.231, 1.013], [6.893, 4.863, 0.537], [4.581, 5.206, 0.210], [4.166, 4.486, 1.764], [3.392, 3.918, 0.289], [0.106, -2.065, -0.124], [-1.326, -3.951, 0.554], [-0.425, -5.620, 2.160], [1.802, -5.286, 3.166], [3.161, -3.297, 2.590], [4.899, 1.293, 3.195], [4.563, 1.919, 5.557], [2.497, 3.118, 6.219], [0.815, 3.712, 4.532], [-0.139, 3.390, 2.349], [0.748, 2.595, 1.042], [1.121, 4.261, 1.482], [5.325, -0.837, 0.072], [6.889, -0.952, 0.843], [6.788, -0.758, -0.898], [8.534, 0.970, -0.020]],
  "forces_ev_per_angstrom": [[-0.10, -0.07, 0.41], [-0.17, -0.08, 0.13], [0.28, 0.02, -0.11], [-0.53, 0.13, 0.12], [-0.07, 0.14, 0.30], [0.13, 0.14, 0.16], [0.05, -0.02, -0.22], [0.02, -0.03, 0.00], [-0.03, 0.01, -0.05], [-0.03, -0.04, 0.02], [0.10, -0.36, 0.11], [-0.22, 0.20, -0.43], [0.01, -0.01, 0.01], [0.09, 0.07, 0.05], [0.01, 0.01, 0.02], [-0.01, -0.02, 0.00], [0.00, -0.02, -0.01], [0.00, 0.03, -0.02], [0.01, 0.02, -0.02], [-0.07, -0.03, 0.10], [0.02, -0.03, 0.01], [0.06, 0.15, -0.29], [-0.39, -0.23, 0.01], [0.02, -0.08, 0.09], [-0.02, 0.07, 0.02], [-0.03, -0.07, 0.04], [0.25, 0.57, 0.21], [-0.01, 0.00, 0.00], [0.01, 0.01, 0.00], [-0.01, 0.00, 0.00], [0.00, -0.01, 0.01], [-0.01, -0.01, -0.03], [-0.01, -0.02, -0.02], [0.02, -0.05, -0.05], [0.01, 0.01, 0.01], [0.01, 0.03, 0.00], [0.03, 0.04, 0.00], [0.08, 0.09, 0.04], [-0.01, -0.03, 0.07], [0.18, 0.02, -0.02], [-0.19, 0.18, -0.10], [0.05, -0.09, 0.02], [0.12, -0.02, 0.09], [0.16, -1.28, 0.47], [-0.95, 1.18, -1.19], [1.31, -0.15, -0.50], [-1.26, -0.53, 0.63], [0.06, 0.37, 0.28], [0.38, 0.18, -0.20], [-0.11, -0.14, -0.29], [0.24, -0.11, 0.21], [0.10, 0.04, 0.06], [-0.12, 0.05, 0.00], [-0.01, 0.01, -0.07], [0.06, -0.25, 0.39], [-0.07, -0.03, 0.01], [-0.02, 0.02, -0.03], [0.02, 0.01, -0.01], [0.00, 0.04, 0.00], [0.03, 0.05, -0.01], [0.00, -0.12, -0.01], [0.18, 0.49, 0.24], [0.02, -0.20, -0.08], [-0.09, -0.05, -0.11], [0.00, 0.01, -0.01], [0.00, 0.01, -0.01], [0.00, 0.00, 0.01], [0.00, 0.02, -0.04], [0.01, -0.01, -0.01], [-0.03, 0.00, 0.01], [-0.06, 0.12, -0.07], [-0.04, -0.42, -0.24], [0.01, -0.01, -0.02], [0.00, -0.01, 0.03], [0.01, -0.03, -0.01], [0.02, -0.04, 0.01], [0.01, 0.00, -0.02], [0.02, 0.01, 0.01], [-0.01, 0.01, 0.01], [-0.01, 0.01, 0.01], [0.00, -0.02, -0.01], [-0.04, 0.04, 0.03], [0.00, -0.01, -0.02], [0.34, 0.06, -0.11], [0.04, 0.02, -0.01], [0.08, 0.05, 0.01], [0.00, -0.01, -0.04]],
  "total_charge": 2,
  "e_lumo_ha": [-0.2305, -0.2751],
  "energy_ha": -2647.84137,
  "max_force_ev_per_a": 1.93,
  "homo_lumo_gap_ev": [6.84, 5.62],
  "multiplicity": 2,
  "homo_energy_ev": [-13.1, -13.1],
  "e_above_lowest_kcal_mol": 54.3,
  "s_squared": 0.76
}

***

{
  "formula": "C4H10N2O",
  "method": "wB97M-V/def2-TZVPD",
  "species": ["C", "C", "C", "C", "N", "N", "O", "H", "H", "H", "H", "H", "H", "H", "H", "H", "H"],
  "positions_angstrom": [[0.692, -0.122, 1.382], [0.716, -0.969, -0.995], [0.577, 1.523, -0.499], [0.500, 0.151, -0.093], [-2.003, -1.253, -0.143], [-1.557, -0.117, 0.028], [-2.108, 0.914, 0.311], [1.752, -0.294, 1.564], [0.345, 0.638, 2.071], [0.097, -0.944, 1.497], [-0.041, -1.759, -0.773], [1.635, -1.538, -0.777], [0.534, -0.785, -2.165], [0.603, 1.648, -1.587], [-0.184, 2.062, 0.145], [1.473, 2.197, -0.115], [-3.032, -1.354, 0.151]],
  "forces_ev_per_angstrom": [[1.33, 1.41, -1.07], [-0.41, -1.99, -2.57], [1.31, 3.28, 0.79], [-2.04, -0.45, 1.24], [-1.31, -1.30, 0.66], [2.45, 0.40, -0.83], [-1.34, 1.38, 0.80], [0.03, -0.31, 0.17], [-0.09, 0.46, -0.30], [-0.95, -2.63, 1.15], [0.29, 0.57, -0.01], [0.18, 0.62, -0.41], [0.82, -0.01, 2.69], [-0.73, 0.30, 0.33], [-0.08, -0.41, -1.49], [-1.03, -2.05, -0.52], [1.57, 0.73, -0.62]],
  "total_charge": 0,
  "e_lumo_ha": 0.0215,
  "energy_ha": -342.99898,
  "max_force_ev_per_a": 3.62,
  "homo_lumo_gap_ev": 9.43,
  "homo_energy_ev": -8.8,
  "e_above_lowest_kcal_mol": 127.1
}

***

{
  "formula": "CH7NO",
  "method": "wB97M-V/def2-TZVPD",
  "species": ["N", "O", "H", "H", "H", "C", "H", "H", "H", "H"],
  "positions_angstrom": [[-0.788, 0.389, 1.743], [0.313, -0.280, 1.350], [-1.578, -0.289, 1.692], [-0.800, 0.778, 2.741], [0.549, -0.906, 2.054], [0.450, 0.080, -1.926], [0.749, 1.148, -1.889], [1.363, -0.481, -2.102], [-0.233, -0.203, -2.694], [-0.025, -0.237, -0.971]],
  "forces_ev_per_angstrom": [[-3.80, 1.13, 1.63], [2.44, -1.11, 0.42], [0.53, 0.87, 0.17], [0.69, -0.90, -1.74], [0.13, -0.02, -0.35], [0.37, 0.06, 1.24], [-0.64, -0.60, -0.17], [0.11, -0.21, 0.21], [-0.49, 0.37, -0.83], [0.66, 0.40, -0.57]],
  "total_charge": 0,
  "e_lumo_ha": 0.0284,
  "energy_ha": -172.20097,
  "max_force_ev_per_a": 4.28,
  "smiles": "NO.C",
  "homo_lumo_gap_ev": 10.45,
  "homo_energy_ev": -9.7,
  "e_above_lowest_kcal_mol": 48.4
}

***

{
  "formula": "CH5PS",
  "method": "wB97M-V/def2-TZVPD",
  "species": ["C", "P", "S", "H", "H", "H", "H", "H"],
  "positions_angstrom": [[-0.707, -0.081, 0.665], [-0.788, 0.592, -1.046], [2.699, -0.012, -1.272], [-0.188, -0.907, 1.037], [-1.681, -0.280, 1.117], [-0.309, 0.689, 1.372], [-1.140, -0.699, -1.626], [2.114, 0.697, -0.247]],
  "forces_ev_per_angstrom": [[-0.63, 2.31, 1.68], [0.38, -1.55, 0.08], [-0.99, 0.53, 0.64], [1.36, -1.85, -0.67], [-0.55, 0.22, -0.51], [-0.28, 0.01, -0.76], [0.18, 0.76, 0.09], [0.54, -0.41, -0.55]],
  "total_charge": 0,
  "e_lumo_ha": [-0.0456, -0.0818],
  "energy_ha": -780.51460,
  "max_force_ev_per_a": 2.92,
  "homo_lumo_gap_ev": [8.52, 6.52],
  "homo_energy_ev": [-9.8, -8.7],
  "e_above_lowest_kcal_mol": 67.7
}